# 1
DFT (wB97M-V/def2-TZVPD) results for a cluster of 6 separate species, CH12O4S2 in total at a distorted geometry.

The value obtained for the LUMO energy is -0.2204 Eh. For the gap between HOMO and LUMO, the calculation gives 3.26 eV. The charge is 0. The value obtained for the energy above the lowest of the compared OMol25 structures with the same formula, charge and spin is 633.7 kJ/mol. Its total energy is -31086.2740 eV.

```
19
Properties=species:S:1:pos:R:3:nbo_charge:R:1
C 1.08 -0.15 1.43 -0.832
S 1.86 1.35 0.81 0.242
S -2.47 -1.42 0.73 -0.301
H 1.65 -0.48 2.31 0.296
H 1.16 -1.00 0.76 0.265
H 0.04 -0.02 1.72 0.271
H -3.28 -1.50 1.82 0.140
H 3.20 -0.13 -0.11 0.450
H 3.90 -0.57 -1.41 0.467
O 3.70 -0.88 -0.58 -0.942
H 0.42 1.46 -0.77 0.419
H -1.12 1.79 -0.99 0.504
O -0.21 1.73 -1.51 -0.921
H -2.78 1.86 0.42 0.461
H -2.65 0.36 0.00 0.457
O -2.87 1.30 -0.29 -0.974
H -0.28 -0.51 -1.56 0.475
H -0.99 -1.75 -1.03 0.460
O -0.37 -1.46 -1.73 -0.937
```

=====

# 2
DFT (wB97M-V/def2-TZVPD) results for a structure of composition C17H26N2O2 at a distorted geometry.

The value obtained for the LUMO energy is 0.0279 Eh. For the gap between HOMO and LUMO, the calculation gives 8.83 eV. The charge is 0. The value obtained for the energy above the lowest of the compared OMol25 structures with the same formula, charge and spin is 1416.0 kJ/mol. Its total energy is -25112.2421 eV.

```
47
Properties=species:S:1:pos:R:3:nbo_charge:R:1
C -3.88 -2.27 0.22 -0.232
H -3.74 -2.81 1.08 0.184
O -2.71 -2.55 -0.74 -0.488
C -1.54 -2.46 -0.31 0.379
C -0.56 -3.05 -1.29 -0.239
C 0.68 -2.83 -0.73 -0.159
C 1.02 -2.28 0.59 -0.208
C 0.07 -1.68 1.14 -0.008
C -1.29 -1.81 0.83 -0.441
H -1.95 -1.53 1.60 0.224
H 0.28 -1.07 2.24 0.166
C 2.46 -1.93 0.70 -0.221
N 3.27 -0.99 0.29 -0.425
C 2.91 0.48 1.18 -0.256
C 2.47 1.53 0.09 -0.275
N 1.52 1.02 -0.67 -0.440
C 0.30 1.14 -0.88 0.726
O -0.42 0.72 -1.73 -0.640
C -0.23 2.41 -0.02 -0.517
H 0.20 3.29 0.08 0.206
C -1.86 2.59 -0.34 -0.121
C -2.39 3.94 0.66 -0.597
H -3.32 4.17 0.35 0.187
H -2.22 3.75 1.75 0.216
H -1.68 4.88 -0.04 0.173
C -2.60 1.42 0.11 -0.618
H -3.71 1.41 -0.12 0.197
H -2.32 0.69 -0.48 0.224
H -2.68 1.15 1.30 0.188
H -1.88 2.73 -1.26 0.174
H -0.23 2.03 1.01 0.196
C 2.16 0.06 -1.82 -0.229
C 3.43 -0.55 -0.99 -0.204
H 3.58 -1.67 -1.52 0.185
H 4.26 -0.02 -1.14 0.189
H 2.56 0.78 -2.58 0.204
H 1.45 -0.64 -2.12 0.237
H 3.36 1.99 0.00 0.232
H 1.99 2.38 0.82 0.223
H 1.95 0.30 1.92 0.200
H 3.83 0.63 1.91 0.221
H 2.98 -2.78 0.59 0.208
H 2.57 -2.15 1.92 0.177
H 1.45 -3.26 -1.42 0.199
H -0.98 -3.27 -2.14 0.216
H -4.69 -2.62 -0.41 0.204
H -3.87 -1.30 0.36 0.182
```

=====

# 3
DFT (wB97M-V/def2-TZVPD) results for the molecule C6H5Cl3S2 at a distorted geometry.

The value obtained for the LUMO energy is -0.0075 Eh. For the gap between HOMO and LUMO, the calculation gives 8.20 eV. The charge is 0. Its total energy is -65537.8847 eV.

```
16
Properties=species:S:1:pos:R:3:nbo_charge:R:1
S -1.56 -1.82 -1.51 0.069
C -1.55 -0.86 -0.01 -0.174
Cl -2.93 0.03 0.50 0.027
C -0.51 -0.97 0.79 -0.284
C 0.80 -1.48 0.31 -0.225
C 1.76 -0.53 0.37 -0.047
Cl 3.43 -0.89 0.55 0.025
C 1.39 0.90 0.59 -0.337
C 0.39 1.52 -0.04 -0.126
S -0.17 1.18 -1.68 0.083
Cl -0.14 3.09 0.69 -0.006
H -2.40 -1.07 -2.04 0.113
H -0.43 -0.52 1.69 0.226
H 0.95 -2.45 -0.08 0.233
H 1.86 1.45 1.52 0.249
H -0.89 2.42 -1.65 0.174
```

=====

# 4
DFT (wB97M-V/def2-TZVPD) results for the molecule C6H11ClO at a distorted geometry.

The value obtained for the LUMO energy is 0.0290 Eh. For the gap between HOMO and LUMO, the calculation gives 10.96 eV. The charge is 0. The value obtained for the energy above the lowest of the compared OMol25 structures with the same formula, charge and spin is 0.0 kJ/mol. Its total energy is -20970.4379 eV.

```
19
Properties=species:S:1:pos:R:3:nbo_charge:R:1
C 0.25 0.02 -2.10 -0.628
C 0.47 -0.23 -0.61 0.265
O 1.77 -0.73 -0.41 -0.723
C -0.61 -1.16 0.11 -0.434
C -1.00 -0.56 1.45 -0.433
C -0.01 0.62 1.59 -0.162
Cl -0.60 1.89 2.73 -0.084
C 0.18 1.10 0.15 -0.454
H 1.12 0.62 -2.40 0.207
H 0.18 -0.96 -2.64 0.216
H -0.72 0.48 -2.35 0.214
H 2.41 -0.05 -0.60 0.469
H -0.15 -2.17 0.04 0.234
H -1.46 -1.24 -0.59 0.215
H -0.94 -1.24 2.31 0.228
H -2.02 -0.12 1.43 0.218
H 0.96 0.30 2.01 0.220
H 0.97 1.87 0.06 0.216
H -0.77 1.56 -0.18 0.219
```

=====

# 5
DFT (wB97M-V/def2-TZVPD) results for a cluster of 2 separate species, C5H14 in total at a distorted geometry.

The value obtained for the LUMO energy is 0.0411 Eh. For the gap between HOMO and LUMO, the calculation gives 12.45 eV. The charge is 0. The value obtained for the energy above the lowest of the compared OMol25 structures with the same formula, charge and spin is 40.7 kJ/mol. Its total energy is -5411.6279 eV.

```
19
Properties=species:S:1:pos:R:3:nbo_charge:R:1
C 1.52 -0.70 0.23 -0.614
C 0.69 -1.92 -0.19 -0.391
C 0.35 -2.81 1.02 -0.606
H 2.10 -0.98 1.11 0.204
H 2.03 -0.26 -0.62 0.213
H 0.84 0.05 0.67 0.201
H -0.24 -1.57 -0.65 0.189
H 1.16 -2.54 -0.96 0.194
H 1.26 -3.30 1.32 0.202
H -0.09 -2.21 1.80 0.199
H -0.44 -3.52 0.77 0.207
C -0.82 2.75 -1.20 -0.610
C -1.51 2.20 0.05 -0.607
H -0.02 2.08 -1.49 0.208
H -1.57 3.05 -1.91 0.209
H -0.31 3.69 -0.98 0.195
H -0.83 2.13 0.90 0.200
H -1.69 1.15 -0.21 0.199
H -2.42 2.71 0.35 0.207
```

=====

# 6
DFT (wB97M-V/def2-TZVPD) results for a structure of composition C23H23AsPY at a distorted geometry.

The value obtained for the LUMO energy is -0.0066 Eh. For the gap between HOMO and LUMO, the calculation gives 5.28 eV. The charge is 0. Its total energy is -95388.6809 eV.

```
49
Properties=species:S:1:pos:R:3:nbo_charge:R:1
C -0.17 -1.63 -4.38 -0.868
C -0.47 -0.68 -5.33 -0.270
C -0.28 0.73 -5.28 -0.392
C 0.39 1.42 -4.22 -0.263
C 0.75 0.97 -2.98 -0.823
Y -0.89 -0.55 -2.61 1.423
P 0.32 -2.94 -1.63 0.038
H -0.16 -2.68 -4.67 0.184
H -0.86 -1.00 -6.30 0.188
H -0.50 1.30 -6.19 0.208
H 1.51 1.50 -2.40 0.176
H 0.60 2.46 -4.51 0.181
H 1.59 -3.23 -1.04 0.039
H 0.36 -4.02 -2.58 0.042
H -0.46 -3.63 -0.64 -0.005
C -0.67 4.12 3.36 -0.214
C 0.36 4.15 2.40 -0.191
C 0.49 3.12 1.46 -0.228
C -0.40 2.03 1.47 -0.312
C -1.42 1.99 2.43 -0.179
C -1.55 3.04 3.37 -0.225
As -0.13 0.62 0.09 0.918
C 1.59 -0.04 0.80 -0.241
C 2.61 -0.24 -0.15 -0.253
C 3.88 -0.65 0.25 -0.210
C 4.15 -0.84 1.62 -0.204
C 3.14 -0.62 2.56 -0.203
C 1.86 -0.23 2.16 -0.260
C -1.49 -0.68 0.73 -0.242
C -1.19 -1.77 1.55 -0.255
C -2.22 -2.66 1.90 -0.193
C -3.53 -2.45 1.44 -0.215
C -3.81 -1.37 0.59 -0.186
C -2.79 -0.48 0.22 -0.314
H -0.77 4.93 4.08 0.219
H 1.06 4.99 2.38 0.218
H 1.28 3.15 0.72 0.222
H -2.11 1.16 2.45 0.207
H -2.35 3.00 4.11 0.216
H 2.38 -0.09 -1.22 0.260
H 4.65 -0.82 -0.50 0.222
H 5.16 -1.14 1.93 0.219
H 3.36 -0.77 3.63 0.216
H 1.08 -0.08 2.92 0.223
H -0.17 -1.94 1.90 0.233
H -2.01 -3.51 2.55 0.223
H -4.33 -3.13 1.73 0.225
H -4.82 -1.20 0.23 0.222
H -3.01 0.38 -0.42 0.220
```